2 unconnected molecules or ions with the total composition C4H4N2S, computed with wB97M-V/def2-TZVPD.

SMILES: C=C=C=N.N=C=S
Energy relative to the best compared isomer or geometry (same formula, charge and spin), kcal/mol: 106.4
2S+1: 1

Each line ends with the Mulliken charge.
Geometry (Å):
S -2.04 0.71 1.05  -0.325
N 0.75 0.67 1.59  -0.461
N -1.48 0.64 -1.56  -0.490
C 0.59 -1.47 -1.57  -0.995
C 0.93 0.02 0.57  0.802
C -1.46 0.57 -0.37  0.449
C 0.66 -0.71 -0.48  -0.242
H 1.37 1.05 2.16  0.212
H -0.75 0.47 -2.16  0.319
H -0.30 -1.43 -2.12  0.463
H 1.49 -1.77 -2.00  0.269